{
  "formula": "C3H4O",
  "method": "wB97M-V/def2-TZVPD",
  "relative_energy_kj_mol": 155.2,
  "charge": 0,
  "homo_ha": -0.3132,
  "multiplicity": 1,
  "gap_ev": 9.4,
  "elements": ["O", "C", "C", "C", "H", "H", "H", "H"],
  "positions_angstrom": [[-1.2784, 0.0365, 1.7185], [-0.4855, 0.1385, 0.8455], [0.6631, 0.5474, 0.0836], [-0.1976, -0.5308, -0.6365], [0.4469, 1.4139, -0.5689], [1.5978, 0.2577, 0.5421], [0.0887, -1.5810, -0.4291], [-0.8350, -0.2822, -1.5552]]
}

=====

{
  "formula": "C3H4O2",
  "method": "wB97M-V/def2-TZVPD",
  "relative_energy_kj_mol": 387.6,
  "charge": 0,
  "homo_ha": -0.3283,
  "multiplicity": 1,
  "gap_ev": 9.7,
  "elements": ["O", "C", "C", "C", "O", "H", "H", "H", "H"],
  "positions_angstrom": [[-1.9728, -0.5522, -0.0258], [-0.8094, 0.0870, 0.1876], [0.5968, -0.0471, 0.8072], [0.2356, 0.7069, -0.5534], [-0.6958, 1.5054, 0.2274], [-2.1051, -1.0072, 0.7857], [1.0194, -1.0280, 0.7331], [0.6644, 0.5454, 1.7104], [0.5824, 1.1224, -1.4838]]
}

=====

{
  "formula": "C3H4O2",
  "method": "wB97M-V/def2-TZVPD",
  "relative_energy_kj_mol": 376.7,
  "charge": 0,
  "homo_ha": -0.3368,
  "multiplicity": 1,
  "gap_ev": 9.8,
  "elements": ["O", "C", "C", "O", "C", "H", "H", "H", "H"],
  "positions_angstrom": [[-0.5655, -1.8521, -0.6768], [-0.3023, -0.7374, -0.2638], [-0.4397, 0.0165, 0.9682], [0.4025, 1.0370, 0.6738], [0.7001, 0.4324, -0.6139], [-0.7265, -0.1462, 2.0163], [-1.3791, 0.1172, -0.1292], [0.6317, 1.1660, -1.4226], [1.6790, -0.0333, -0.5520]]
}